1.
52
Properties=species:S:1:pos:R:3:nbo_charge:R:1 method="wB97M-V/def2-TZVPD" e_tot_ev=-33894.8489 largest_force_ev_per_a=3.82 orbital_gap_ev=6.14 homo_ha=-0.1143 relative_energy_kcal_mol=157.5 charge=-1
C -0.304 -1.012 7.171 -0.220
H -3.587 1.401 2.524 0.188
C -0.243 1.841 4.789 -0.084
H -2.152 -4.691 3.896 0.195
H -1.953 -4.528 2.136 0.192
H 1.613 3.008 4.915 0.206
C 0.144 0.264 2.609 -0.461
C 4.474 -0.560 1.252 -0.619
H -1.971 -1.321 2.124 0.208
H 2.376 0.892 5.082 0.213
C -0.689 -0.262 6.064 -0.220
N 0.009 4.074 3.943 0.479
C 0.161 -1.066 1.957 -0.387
H 4.240 0.276 3.212 0.167
C -2.155 -3.982 3.064 -0.599
H 3.060 -0.484 7.024 0.199
C -3.109 1.524 1.543 -0.069
O 1.705 2.115 2.759 -0.678
H -1.124 -2.530 1.152 0.179
O 2.403 0.009 2.283 -0.556
C 1.441 0.904 2.581 0.762
H -1.050 -1.526 7.774 0.201
C 0.646 2.889 4.421 -0.090
C -3.978 0.970 0.456 -0.622
C -1.074 -1.951 2.086 -0.398
H -1.189 2.184 5.187 0.222
H 0.312 -0.876 0.874 0.174
H 1.048 -1.579 2.341 0.222
H -3.147 -3.525 2.988 0.195
H 4.282 -1.609 1.514 0.210
H 3.878 1.432 1.873 0.206
C 0.238 0.614 5.450 -0.034
H -0.101 -3.389 3.405 0.187
H -1.266 -2.321 4.187 0.205
H -3.504 1.087 -0.521 0.207
C -1.028 1.067 2.424 0.791
O 0.660 4.874 3.223 -0.447
H -1.718 -0.271 5.716 0.212
O -1.892 0.717 1.470 -0.530
C 1.033 -1.015 7.592 -0.263
H 1.340 -1.494 8.525 0.199
C 3.805 0.394 2.213 -0.065
C 1.997 -0.412 6.774 -0.238
O -1.339 2.041 3.151 -0.648
H -4.183 -0.094 0.622 0.206
H -2.842 2.573 1.370 0.203
C -1.084 -2.911 3.274 -0.396
H -4.922 1.517 0.456 0.200
O -1.182 4.290 4.277 -0.443
H 4.137 -0.389 0.222 0.207
C 1.617 0.384 5.693 -0.164
H 5.555 -0.395 1.277 0.198

2.
81
Properties=species:S:1:pos:R:3:mulliken_charge:R:1 method="wB97M-V/def2-TZVPD" e_tot_ev=-288915.8862 largest_force_ev_per_a=1.64 orbital_gap_ev=1.03 homo_ha=-0.2771 charge=0
H 1.366 -2.578 -3.415 0.232
C 0.166 1.109 1.303 0.704
H 1.676 4.062 2.010 0.514
H -0.420 2.061 -1.975 0.347
C -2.226 0.157 0.903 0.989
C 2.410 -2.333 -5.954 0.815
O -7.820 1.471 8.896 -0.528
N 0.517 2.293 -2.285 -0.489
C -1.685 -0.728 0.039 -0.218
C 1.477 -1.698 -4.047 -0.177
C -0.263 -0.650 -0.353 0.750
H 4.913 -0.385 -1.894 0.293
Al 8.396 -8.333 -5.374 0.582
H 1.807 4.938 -0.561 0.452
Cl 2.138 -7.169 -3.201 -0.064
Cl 3.383 -5.110 -4.819 -0.122
C 0.671 0.212 0.430 0.905
Br -2.894 0.745 4.835 0.094
H -5.732 3.593 8.510 0.277
F -5.509 3.747 5.169 -0.270
H -3.962 1.215 1.502 0.297
C 3.469 -6.032 -3.246 0.283
F 8.064 -8.114 -3.722 -0.399
H 0.064 3.982 2.652 0.504
C 0.963 2.058 2.152 -0.863
H -3.831 -0.426 2.194 0.234
H -0.143 4.960 0.543 0.443
H 1.134 1.712 -1.732 0.065
H 2.770 0.620 0.784 0.226
Be 4.096 -3.535 -6.967 0.485
S -7.176 -0.111 -0.402 1.361
N 3.348 -1.701 1.298 -0.726
O 0.161 -1.268 -1.313 -0.326
C -1.322 1.199 1.465 -0.019
H 1.498 4.108 -2.730 0.314
F -3.227 3.606 5.245 -0.375
O -6.320 -1.150 0.176 -0.476
C 2.132 0.017 0.149 -0.888
B -4.366 3.440 4.486 0.681
Cl 3.308 -4.865 -1.920 -0.056
H 2.108 3.192 -0.324 0.236
C -3.659 0.188 1.311 -1.373
H -6.413 2.521 7.250 0.256
F 7.166 -9.282 -6.032 -0.403
O -6.654 1.225 -0.089 -0.416
Br -2.649 -2.095 -0.768 -0.060
F 3.570 -1.470 -2.963 -0.278
N -7.508 2.634 9.042 0.876
H -7.173 4.100 7.589 0.283
H 3.600 -2.688 1.285 0.307
C 0.227 3.936 0.479 -0.423
O 2.594 -2.845 -7.077 -0.436
H 2.343 0.299 -0.886 0.196
O -1.782 2.150 2.068 -0.552
C 2.589 -1.412 0.321 -0.341
H 5.545 0.617 -0.939 0.311
H -0.119 4.259 -2.056 0.490
Cl 5.007 -6.807 -3.213 0.042
H -4.274 -0.177 0.495 0.170
C 1.354 3.947 -0.571 -0.363
H 3.026 -0.157 -4.352 0.281
H 2.268 -2.148 -0.413 0.429
C -6.635 3.258 8.010 -0.634
O 3.436 -2.026 -5.176 -0.254
C 2.906 -1.209 -4.095 0.309
C 0.816 3.702 -1.986 -1.187
Al -0.351 -0.380 3.530 0.559
O -8.524 -0.199 0.163 -0.450
H 0.677 1.887 3.203 0.159
F 8.351 -6.808 -6.110 -0.412
F -4.482 1.914 4.192 -0.314
H 2.028 1.863 2.104 0.417
F -4.265 4.031 3.260 -0.336
O -7.850 3.336 9.969 -0.543
O -7.197 -0.289 -1.856 -0.462
H -0.618 3.343 0.134 0.181
F 9.893 -9.056 -5.596 -0.368
C 0.708 3.572 1.882 -1.206
O 1.254 -2.086 -5.440 -0.195
H 0.774 -0.934 -3.733 0.242
O 4.847 0.527 -1.597 -0.591

3.
51
Properties=species:S:1:pos:R:3:nbo_charge:R:1 method="wB97M-V/def2-TZVPD" e_tot_ev=-97781.5177 smiles=CCCCNB[C@H](Br)CC.Fc1ccccc1.Fc1ccccc1 largest_force_ev_per_a=2.68 orbital_gap_ev=9.33 homo_ha=-0.3296 charge=0
C -3.413 2.287 4.421 -0.191
H -2.380 -0.575 -1.036 0.218
C -2.073 -3.457 0.041 -0.185
H 4.889 0.886 0.913 -0.107
C -2.945 1.616 3.291 -0.289
H -5.150 2.873 5.555 0.217
H -0.459 -0.102 0.555 0.198
C 5.629 2.329 -2.372 -0.421
H 6.394 2.471 -4.612 0.222
C -4.786 2.353 4.671 -0.229
C -2.799 -4.647 -0.054 -0.235
H 1.750 1.231 1.390 0.184
C -2.251 -5.754 -0.704 -0.193
H 2.145 -0.041 0.036 0.197
H -0.539 -6.519 -1.781 0.228
H -1.882 1.547 3.084 0.229
F 0.968 -4.407 -1.693 -0.321
C -0.794 -3.378 -0.510 -0.291
H 5.898 0.705 -3.985 0.215
C -5.690 1.755 3.792 -0.191
H -3.795 -4.709 0.379 0.216
C -0.749 0.821 -0.135 -0.422
H -6.758 1.805 3.992 0.220
H 6.696 2.744 -2.108 0.221
C -1.655 0.287 -1.416 -0.634
C 5.310 0.949 -1.522 -0.608
C 0.599 1.613 -0.627 -0.412
H -0.969 -0.103 -2.280 0.214
N 3.099 1.920 -0.304 -0.978
H -2.711 2.757 5.105 0.220
H 4.602 0.299 -2.228 0.254
C 5.619 1.865 -3.978 -0.633
H -2.816 -6.680 -0.773 0.218
C -3.854 1.028 2.419 0.398
C -0.259 -4.485 -1.160 0.400
H 4.848 3.187 -2.212 0.222
H -1.388 1.571 0.504 0.214
C -0.977 -5.671 -1.264 -0.287
H -0.212 -2.465 -0.439 0.227
C 1.938 1.107 0.232 -0.214
H 3.105 2.903 0.050 0.397
H 4.506 1.963 -4.333 0.214
Br 7.029 -0.020 -1.200 -0.031
H -2.377 1.153 -1.794 0.215
H -2.503 -2.594 0.544 0.221
C -5.222 1.094 2.657 -0.286
H 0.809 1.469 -1.792 0.214
H 0.453 2.777 -0.481 0.204
B 4.437 1.221 -0.128 0.855
H -5.912 0.631 1.959 0.229
F -3.405 0.388 1.331 -0.323